w.
C3H10S2 | ωB97M-V with the def2-TZVPD basis set

## Properties
- SMILES = CSC.CS
- frontier orbital gap (Ha) = 0.3389

Each line ends with the Mulliken charge.
Atoms and positions in Å:
C  -0.78176  -1.49935  -0.57204  -0.8932
S  0.01715  -0.56560  -1.94697  -0.0495
C  1.65123  -1.35946  -1.91583  -0.8724
H  -0.17578  -1.30822  0.31355  0.2553
H  -0.77744  -2.58664  -0.67599  0.3262
H  -1.82949  -1.23287  -0.50161  0.3344
H  1.81573  -2.04138  -1.07194  0.2831
H  1.59371  -2.14237  -2.67886  0.3259
H  2.52484  -0.75212  -2.12027  0.3144
C  -0.84023  2.66406  2.18894  -0.8171
S  0.44716  1.80208  1.11138  -0.0814
H  -1.70593  2.00024  2.23440  0.2809
H  -1.21865  3.41944  1.51343  0.2941
H  -0.37965  2.81978  3.14853  0.2889
H  -0.34090  0.78241  0.97327  0.0102


x.
C3H10S2 | ωB97M-V with the def2-TZVPD basis set

## Properties
- SMILES = CSS.CC
- frontier orbital gap (Ha) = 0.3559

Each line ends with the Mulliken charge.
Atoms and positions in Å:
C  0.00174  1.34497  2.04755  -0.7463
S  0.76326  0.42938  0.66580  -0.0549
S  0.55441  -1.51281  1.34041  -0.2245
H  -1.06336  1.45572  1.82985  0.2730
H  0.13280  0.86602  3.01026  0.3228
H  0.44120  2.34204  1.99884  0.2643
H  1.78147  -1.71091  1.83318  0.1552
C  -1.88051  -0.18956  -3.06778  -0.8098
C  -0.68302  0.73517  -2.95248  -0.6924
H  -2.79095  0.33066  -2.76957  0.2662
H  -1.99953  -0.58596  -4.06973  0.2819
H  -1.78429  -1.00154  -2.34509  0.2405
H  0.25008  0.24464  -3.16618  0.2727
H  -0.64638  1.20270  -1.98541  0.1404
H  -0.78693  1.57534  -3.63785  0.3109


y.
C3H10S2 | ωB97M-V with the def2-TZVPD basis set

## Properties
- SMILES = CSC.CS
- frontier orbital gap (Ha) = 0.3537

Each line ends with the Mulliken charge.
Atoms and positions in Å:
C  -2.65296  -0.57860  -0.24888  -0.8807
S  -1.21857  0.63047  0.18533  -0.0709
C  -0.98934  0.16153  1.92221  -0.8022
H  -2.89105  -0.36713  -1.30267  0.2946
H  -3.48798  -0.42179  0.42903  0.3045
H  -2.34437  -1.60599  -0.21064  0.3007
H  -1.63269  0.61224  2.66963  0.3284
H  -1.03161  -0.93083  1.97973  0.2528
H  0.02586  0.50371  2.13373  0.2756
C  2.21532  0.37518  -1.56628  -0.6073
S  3.09313  -0.05970  0.06651  -0.1904
H  2.56865  -0.36281  -2.30775  0.2848
H  1.17834  0.61618  -1.44609  0.1600
H  2.88443  1.20348  -1.87904  0.2487
H  4.28284  0.22408  -0.42481  0.1013


z.
C3H10S2 | ωB97M-V with the def2-TZVPD basis set

## Properties
- SMILES = CCS.CS
- frontier orbital gap (Ha) = 0.3621

Each line ends with the Mulliken charge.
Atoms and positions in Å:
C  -1.85966  2.33175  1.35919  -1.0285
C  -0.74942  1.46382  0.67467  -0.1634
S  0.77219  1.29673  1.72836  -0.2023
H  -1.64914  3.44169  1.14706  0.2501
H  -1.95825  2.29187  2.46052  0.3363
H  -2.76945  2.11690  0.88006  0.3204
H  -0.99472  0.37751  0.51504  0.0999
H  -0.49179  1.97765  -0.29484  0.2961
H  0.20517  1.45337  2.93001  0.0888
C  0.57471  -1.40576  -0.94564  -0.6835
S  0.42411  -2.51867  -2.35479  -0.2201
H  1.44206  -1.57855  -0.31350  0.3263
H  0.45300  -0.37431  -1.35074  0.2494
H  -0.31336  -1.58994  -0.26974  0.2206
H  -0.85810  -2.90411  -2.21037  0.1098


We find x to be the most stable, with the next structure 65.4 kJ/mol higher.


w.
C3H10S2 | ωB97M-V with the def2-TZVPD basis set

## Properties
- SMILES = CSC.CS
- frontier orbital gap (Ha) = 0.3384

Each line ends with the Mulliken charge.
Atoms and positions in Å:
C  -0.64296  2.97709  0.68493  -0.7210
S  -0.74109  1.70309  1.96392  -0.0893
C  -2.50365  1.32928  2.11038  -0.7670
H  -1.61054  3.06177  0.17524  0.2451
H  -0.04074  2.44161  -0.01684  0.2750
H  -0.34185  3.95572  1.16994  0.2535
H  -2.88974  1.85086  3.02982  0.2536
H  -3.21070  1.69299  1.31444  0.2597
H  -2.67073  0.29894  2.34187  0.2903
C  2.56026  -2.70675  -2.06980  -0.6761
S  1.97234  -4.21270  -2.93099  -0.1916
H  1.80790  -1.94251  -2.00082  0.2604
H  3.00958  -3.06601  -1.16259  0.2639
H  3.39728  -2.29408  -2.65818  0.2418
H  1.90463  -5.08930  -1.95132  0.1017


x.
C3H10S2 | ωB97M-V with the def2-TZVPD basis set

## Properties
- SMILES = CCS.CS
- frontier orbital gap (Ha) = 0.3581

Each line ends with the Mulliken charge.
Atoms and positions in Å:
C  -2.04698  2.19038  1.08761  -1.0061
C  -0.70157  2.61025  0.49192  -0.3455
S  0.48832  3.11479  1.75742  -0.2243
H  -2.48265  2.99996  1.66522  0.3245
H  -1.88943  1.31057  1.70853  0.3007
H  -2.72995  1.98074  0.27375  0.3008
H  -0.20855  1.83640  -0.09511  0.2659
H  -0.91891  3.40936  -0.22205  0.2828
H  1.48820  2.34191  1.50659  0.1009
C  1.88770  -3.87086  -1.16056  -0.7305
S  0.81911  -2.43911  -1.43892  -0.1828
H  1.38593  -4.78998  -1.44703  0.2889
H  2.86243  -3.81151  -1.62507  0.2816
H  1.95499  -3.87979  -0.07178  0.2293
H  0.09136  -3.00311  -2.43052  0.1138


y.
C3H10S2 | ωB97M-V with the def2-TZVPD basis set

## Properties
- SMILES = CCS.CS
- frontier orbital gap (Ha) = 0.3544

Each line ends with the Mulliken charge.
Atoms and positions in Å:
C  2.73074  0.36136  -1.40535  -0.9413
C  2.58535  -1.08562  -1.71053  -0.2096
S  2.95386  -2.07834  -0.21468  -0.2624
H  3.19454  0.58790  -0.42424  0.3136
H  1.68290  0.97271  -1.36116  0.1944
H  3.34765  0.83126  -2.22824  0.2411
H  1.58240  -1.54929  -1.94378  0.2855
H  3.26838  -1.23065  -2.56119  0.2532
H  2.95136  -0.92876  0.68930  0.1250
C  -4.18126  0.84840  2.24306  -0.7091
S  -3.08703  0.29804  1.04272  -0.2262
H  -3.79056  0.79549  3.32113  0.2512
H  -4.21796  1.96615  2.08708  0.2571
H  -5.24684  0.56215  2.43413  0.3154
H  -3.77353  -0.35082  0.03175  0.1118


z.
C3H10S2 | ωB97M-V with the def2-TZVPD basis set

## Properties
- SMILES = CCS.CS
- frontier orbital gap (Ha) = 0.3607

Each line ends with the Mulliken charge.
Atoms and positions in Å:
C  1.56950  -2.59017  -0.30431  -1.1764
C  0.08248  -2.32483  -0.22539  -0.2616
S  -0.62445  -1.32936  -1.65223  -0.2144
H  1.90561  -3.34601  -1.07782  0.3007
H  2.06102  -1.63356  -0.56776  0.3562
H  1.89068  -3.12678  0.59069  0.3460
H  0.08436  -1.67128  0.65733  0.1828
H  -0.50935  -3.23961  -0.12984  0.3685
H  0.36881  -1.68774  -2.43784  0.1048
C  -0.75616  1.53666  0.87387  -0.6216
S  0.11991  2.99905  1.55925  -0.2224
H  -1.69460  1.36436  1.38758  0.3271
H  -0.01036  0.72165  0.77591  0.1205
H  -1.05246  1.81966  -0.13343  0.2672
H  0.06947  3.78000  0.42685  0.1228


We find x to be the most stable, with the next structure 26.4 kJ/mol higher.


w.
C19H13N4O9SW | ωB97M-V with the def2-TZVPD basis set

## Properties
- frontier orbital gap (Ha) = 0.2175
- total charge = +3

Each line ends with the Mulliken charge.
Atoms and positions in Å:
W  -0.71652  -0.75579  0.24966  1.8571
C  4.54253  5.48073  -1.42066  -1.4347
C  3.58746  4.36983  -1.15219  0.8593
C  3.99812  3.25121  -0.39819  -0.9787
C  3.14095  2.21786  -0.13674  -0.5825
C  1.83083  2.31924  -0.67300  0.5341
C  1.37914  3.41984  -1.44506  -0.4865
C  2.28034  4.42567  -1.67235  -0.8497
S  0.75974  1.14527  -0.31674  2.1082
O  -0.57009  1.17887  -0.98704  -0.6139
O  1.18429  -0.30851  -0.52191  -0.6897
N  0.25357  0.81171  1.24510  -0.4114
C  -0.94890  1.41047  1.72315  0.5955
C  -1.17831  2.51236  2.49208  -0.9170
C  -2.51443  2.73314  2.83926  -0.1535
C  -3.52369  1.85469  2.42943  -0.8180
C  -3.21515  0.75246  1.66811  0.0403
N  -1.92462  0.56673  1.32499  -0.2271
H  5.31668  5.54077  -0.65890  0.4127
H  4.02909  6.43707  -1.50290  0.4154
H  5.03760  5.29513  -2.38036  0.3386
H  5.01235  3.20699  -0.02315  0.4409
H  3.46221  1.35640  0.43531  0.4964
H  0.37937  3.45332  -1.85749  0.5098
H  1.98275  5.27696  -2.27099  0.4573
H  -0.37041  3.15061  2.82285  0.5356
H  -2.77248  3.59382  3.44398  0.4875
H  -4.55464  2.02257  2.70958  0.4719
H  -3.94647  0.03211  1.32930  0.5253
O  -0.22608  -3.47605  3.12941  -0.2455
C  -0.50569  -3.25902  2.03440  0.0414
O  0.04824  -1.94395  1.38666  -0.6152
C  -1.20299  -3.97446  0.94243  0.7748
C  -1.02058  -5.31658  0.60448  -0.3767
C  -1.34541  -5.71348  -0.68743  -0.4398
C  -1.65905  -4.82364  -1.70455  -0.4478
C  -1.83613  -3.50697  -1.30862  0.5215
C  -1.79100  -3.15217  0.01924  0.1026
O  -2.20700  -1.88386  0.40258  -0.4181
N  -1.67418  -2.38281  -2.20500  1.0525
O  -1.93614  -2.38461  -3.33837  -0.3418
O  -1.01395  -1.32106  -1.71629  -0.6697
N  -1.18088  -7.14526  -1.04690  0.9866
O  -0.91314  -7.88641  -0.13499  -0.5270
O  -1.20832  -7.39746  -2.22675  -0.5343
H  -0.58974  -6.03485  1.29429  0.6089
H  -1.67930  -5.14887  -2.73974  0.6043


x.
C19H13N4O9SW | ωB97M-V with the def2-TZVPD basis set

## Properties
- frontier orbital gap (Ha) = 0.2115
- total charge = +3

Each line ends with the Mulliken charge.
Atoms and positions in Å:
W  0.88173  -0.78375  -0.41474  2.0893
C  8.09896  1.31618  3.47733  -1.4381
C  7.07123  0.74866  2.53897  0.6346
C  7.24273  0.84653  1.15953  -0.2615
C  6.33515  0.27497  0.23078  -0.8292
C  5.35771  -0.28693  0.93246  0.6505
C  4.98396  -0.50716  2.18926  -0.4356
C  5.94785  0.08283  3.03628  -0.4380
S  3.17286  0.00875  -0.97814  0.6139
O  1.87532  -0.08643  -1.93687  -0.4485
O  3.15140  -1.40488  -0.46369  -0.4730
N  2.24814  0.54960  0.38530  -0.1035
C  1.50202  1.70986  0.05368  0.6902
C  1.98177  2.97334  -0.14622  -0.9158
C  1.04844  3.94662  -0.49193  -0.2580
C  -0.29015  3.58847  -0.62216  -0.8764
C  -0.67571  2.27928  -0.43332  -0.2319
N  0.22490  1.32563  -0.10614  -0.1220
H  8.64848  2.13676  3.02241  0.4069
H  8.81949  0.53562  3.73245  0.3414
H  7.64531  1.65980  4.40440  0.4005
H  8.09143  1.36055  0.72200  0.4713
H  6.51950  0.31983  -0.83531  0.5151
H  4.12153  -1.02970  2.57481  0.5017
H  5.76602  -0.01594  4.10022  0.4571
H  3.03329  3.19916  -0.02584  0.4729
H  1.36078  4.97172  -0.64624  0.4837
H  -1.03686  4.32567  -0.88282  0.4457
H  -1.70662  1.98356  -0.53282  0.6469
O  -2.69608  0.21040  -1.04722  -0.3579
C  -2.02035  -0.71251  -0.83410  0.1879
O  -0.68156  -0.88098  -1.38767  -0.3773
C  -2.22919  -1.95209  0.00332  0.5831
C  -3.21341  -2.91418  -0.19722  -0.4943
C  -2.93474  -4.22610  0.15651  -0.3732
C  -1.66476  -4.64026  0.49988  -0.5078
C  -0.71829  -3.64530  0.70031  0.3302
C  -1.06932  -2.31367  0.66786  0.4148
O  -0.15523  -1.34850  1.02935  -0.5467
N  0.67733  -3.85594  0.41610  1.0490
O  1.20727  -2.89830  -0.33153  -0.6529
O  1.29428  -4.82055  0.63997  -0.3552
N  -3.96882  -5.26920  -0.10748  0.9966
O  -5.06904  -4.85323  -0.35660  -0.5320
O  -3.58252  -6.40771  -0.05511  -0.5431
H  -4.15941  -2.67199  -0.66901  0.6001
H  -1.41541  -5.69649  0.51406  0.5885


We find w to be the most stable, with the next structure 300.4 kJ/mol higher.